(1)
{"formula": "C22H31N9O", "method": "wB97M-V/def2-TZVPD", "smiles": "CC[C@H](c1nnnn1C(C)(C)C)N(CCOC)Cc1cc2cccc(C)c2n2nnnc12", "homo_lumo_gap_ev": 8.66, "spin_multiplicity": 1, "total_energy_ha": -1424.9031, "de_lowest_kcal_mol": 0.00, "symbols": ["C", "C", "H", "H", "C", "N", "H", "C", "C", "H", "H", "H", "H", "C", "N", "C", "C", "N", "N", "C", "N", "C", "H", "H", "N", "H", "H", "H", "C", "C", "H", "H", "C", "C", "H", "C", "H", "H", "H", "H", "H", "C", "C", "H", "C", "H", "C", "N", "N", "H", "H", "H", "C", "C", "H", "H", "N", "H", "H", "H", "O", "H", "C"], "coordinates": [[-0.554957, 1.437517, -2.024348], [-2.622213, 3.332038, -0.445298], [-4.115013, 2.427455, 1.608354], [4.467151, -1.384698, 0.994149], [-0.681920, -0.702980, 0.306700], [0.754495, -1.873599, 1.414180], [-4.530123, 4.116315, 1.229147], [5.176339, 1.759188, 1.096015], [1.527608, 2.364877, -0.916831], [-1.169980, -4.284900, -1.782689], [-2.454211, 4.226473, 0.171943], [-2.810846, 0.302897, 1.998589], [-2.127946, -2.852728, -1.442654], [5.183087, -0.686692, 0.563166], [0.891778, -0.657809, 1.730216], [-3.166699, -0.406234, -0.037398], [1.504084, 0.083141, -1.501050], [0.024969, 0.100510, 1.074032], [1.170233, -1.072778, -2.054084], [3.382640, 0.903369, -0.217159], [2.722872, -0.090066, -0.894010], [-0.578905, -3.305555, 0.020368], [1.117847, -4.182465, 1.044589], [-5.622661, 2.795092, 0.739810], [2.158439, -1.904916, -1.787977], [-0.459427, -2.695024, -2.047763], [-0.690743, 0.713403, -2.831526], [-4.299134, -0.613557, 1.777741], [4.615676, 3.032903, 1.043113], [-1.744733, -0.198753, -0.620539], [-1.247762, -3.863183, 2.003890], [1.117260, 3.364050, -0.935359], [0.701582, -4.145451, 0.042237], [-1.664589, 2.213086, 0.002459], [-2.563240, -3.394107, 0.911494], [4.581420, 0.676226, 0.477579], [2.983249, 4.224922, 0.349176], [-0.684748, 2.646319, 0.235892], [1.441375, -3.714434, -0.629371], [-2.429534, 3.583436, -1.490996], [-2.744996, -1.437843, 1.833390], [-1.123875, -3.267013, -1.404405], [-1.609430, -3.912355, 0.978589], [-3.762622, 0.446490, -0.365322], [2.782165, 2.180091, -0.260582], [0.477687, -5.155889, -0.287874], [-4.580065, 3.082266, 0.864082], [-1.567081, 1.185743, -1.013644], [3.081678, -1.358526, -1.107340], [6.078786, -0.667814, 1.178219], [-1.667707, -0.764555, -1.552892], [5.113662, 3.853762, 1.536783], [0.850235, 1.337902, -1.494607], [3.432881, 3.244064, 0.380035], [-0.724467, 2.442744, -2.418480], [5.435647, -1.061186, -0.427194], [-0.227143, -1.970910, 0.508975], [-1.771054, -4.955263, 0.719888], [6.098612, 1.609924, 1.637391], [-2.034358, 1.776113, 0.924737], [-3.983847, 2.965278, -0.402634], [-3.603138, -1.302321, -0.484048], [-3.254281, -0.543988, 1.481124]], "forces_ev_per_angstrom": [[0.0, 0.0, 0.0], [0.3, -0.1, 0.1], [0.0, 0.0, 0.0], [0.1, -0.1, 0.0], [0.3, -0.5, 0.2], [0.3, -1.0, 0.2], [0.0, 0.0, 0.0], [-0.1, -0.1, -0.1], [-0.4, -0.4, -0.5], [0.0, -0.1, 0.0], [0.0, 0.0, 0.0], [0.0, 0.0, 0.1], [-0.1, 0.1, 0.0], [0.2, -0.1, 0.1], [0.5, 0.3, 0.6], [0.0, -0.1, 0.2], [0.8, -0.3, 0.1], [-0.7, 0.5, -0.4], [-0.6, 0.9, -0.2], [0.5, 0.8, 0.5], [-1.7, -0.1, -0.9], [-0.2, -0.9, -0.1], [0.0, -0.1, 0.0], [0.0, 0.0, 0.1], [0.1, -0.6, -0.3], [-0.1, 0.0, -0.1], [0.0, 0.1, 0.0], [-0.1, 0.0, 0.1], [-0.1, 0.1, 0.0], [-0.5, 0.0, -0.3], [0.0, 0.0, 0.1], [-0.1, 0.1, 0.0], [0.0, 0.0, 0.0], [-0.5, 0.5, -0.2], [-0.1, 0.1, 0.0], [0.0, 0.1, 0.0], [-0.1, 0.1, 0.0], [-0.1, -0.1, 0.1], [0.0, -0.1, 0.0], [0.1, 0.1, 0.1], [0.0, 0.0, 0.1], [0.1, 0.1, 0.1], [0.1, 0.1, -0.1], [0.0, -0.1, -0.1], [0.4, -0.3, 0.1], [-0.1, -0.1, -0.1], [0.0, 0.1, 0.0], [0.0, -0.1, -0.1], [1.1, -0.4, 0.4], [0.1, 0.0, 0.1], [0.0, 0.0, 0.1], [0.0, 0.1, 0.0], [0.2, 0.8, 0.1], [0.1, -0.1, 0.0], [0.1, -0.1, -0.1], [0.0, -0.1, 0.1], [-0.1, 1.5, 0.1], [0.0, -0.1, 0.0], [0.1, -0.1, 0.0], [0.1, 0.1, 0.1], [0.0, -0.1, -0.2], [0.0, 0.0, -0.1], [-0.1, 0.0, -0.1]]}

=====

(2)
{"formula": "C5H7FNS", "method": "wB97M-V/def2-TZVPD", "homo_lumo_gap_ev": [7.37, 7.43], "spin_multiplicity": 1, "total_energy_ha": -747.0623, "charge": 1, "de_lowest_kcal_mol": 106.37, "symbols": ["H", "H", "H", "C", "S", "F", "C", "C", "H", "N", "C", "H", "H", "H", "C"], "coordinates": [[-0.633636, 2.301907, 0.214350], [-1.293389, 0.723850, 0.768379], [-0.743614, -1.533474, -0.171008], [0.413842, -1.857168, 0.007829], [3.415583, 1.038197, 0.013172], [3.985874, -1.478948, -0.116701], [0.772153, 0.635934, -0.100288], [-0.618835, 1.213818, -0.051867], [0.438540, -2.185257, 0.970999], [1.037694, -0.627810, -0.152179], [1.781745, 1.560415, -0.016367], [1.775661, 2.558034, -0.134411], [-1.017518, 1.032030, -1.134326], [0.807257, -2.559601, -0.877744], [3.238256, -0.567294, 0.343406]], "forces_ev_per_angstrom": [[0.2, -1.0, -0.6], [1.2, 0.5, -1.8], [2.2, -1.4, 0.2], [-3.4, 0.6, -5.2], [-0.5, 0.7, -0.2], [0.2, -0.4, 0.0], [-1.5, -0.3, 0.9], [-2.0, -0.5, -0.2], [0.4, -1.4, 2.6], [5.1, 1.2, 0.5], [3.0, -2.9, -0.2], [-0.8, 3.4, 0.0], [0.1, 0.5, 2.1], [-1.1, 1.2, 2.4], [-3.2, -0.2, -0.5]]}

=====

(3)
{"formula": "C26H79N5O11", "method": "wB97M-V/def2-TZVPD", "smiles": "COC[C@H](C)N.COC[C@H](C)N.COC[C@H](C)N.COC[C@H](C)N.COC[C@H](C)N.CCO.CCO.CCO.O.O.O", "homo_lumo_gap_ev": 9.25, "spin_multiplicity": 1, "total_energy_ha": -2139.1934, "de_lowest_kcal_mol": 39.57, "symbols": ["C", "H", "H", "C", "H", "H", "H", "O", "H", "C", "H", "H", "H", "H", "C", "H", "H", "H", "H", "C", "H", "H", "H", "C", "H", "H", "H", "C", "H", "H", "H", "H", "N", "H", "C", "H", "H", "H", "C", "C", "C", "H", "H", "H", "C", "H", "H", "O", "H", "H", "O", "H", "H", "O", "O", "H", "H", "H", "C", "H", "H", "H", "H", "H", "H", "H", "C", "H", "C", "H", "O", "C", "H", "H", "N", "C", "C", "H", "C", "H", "H", "N", "H", "H", "H", "H", "H", "C", "O", "C", "O", "H", "H", "H", "H", "O", "H", "N", "C", "H", "O", "N", "O", "H", "H", "H", "C", "H", "H", "H", "H", "H", "C", "H", "H", "H", "H", "C", "H", "H", "C"], "coordinates": [[15.391800, 1.000070, -11.726390], [10.551580, -6.199960, -15.410550], [10.724270, 0.807660, -19.903260], [8.430330, 2.756430, -8.486810], [14.706300, -0.479090, -8.483620], [15.469550, 1.104820, -10.644230], [15.882890, -3.263920, -18.670500], [16.637220, 0.560520, -15.017660], [11.436930, 2.709180, -16.622020], [14.013720, -2.032340, -9.472300], [7.528960, 3.304850, -8.760410], [13.056520, 1.244870, -21.095980], [6.548520, -2.036360, -8.326820], [8.882980, 3.248480, -7.625930], [15.581630, -2.699860, -15.525880], [15.537090, -1.617780, -15.402550], [5.813510, -2.644530, -10.801630], [8.166610, -0.338900, -8.815260], [13.549420, 0.300130, -15.251820], [14.071240, 3.178750, -12.074540], [12.418620, 2.899340, -18.490200], [12.204250, -5.142080, -17.821340], [9.450450, 3.682770, -10.153120], [10.773730, -4.418830, -16.677490], [5.786700, -4.218200, -9.923030], [9.341530, -4.964010, -15.174850], [10.279050, -0.310540, -11.813400], [9.744660, -0.310300, -12.763420], [13.353730, 0.347410, -10.803180], [14.474980, 3.611010, -12.990100], [16.825250, -1.254460, -10.936570], [13.306080, -1.130900, -14.096090], [15.601600, -2.731350, -17.859740], [9.050100, 1.824990, -11.499190], [12.870520, -0.425300, -14.803560], [14.420520, -1.815720, -10.460070], [16.205560, 0.720420, -14.178410], [16.710050, -1.917080, -12.614990], [12.911340, 2.213110, -20.616880], [7.329080, -2.787910, -8.445190], [18.244520, -5.949300, -18.074380], [8.905760, -1.287350, -9.777630], [13.946020, 2.553680, -20.577670], [16.288980, -2.864990, -14.713170], [12.667710, -2.641900, -9.629000], [8.149920, -2.340910, -5.822620], [13.156190, 0.230480, -18.862820], [11.685800, 0.212560, -14.178120], [10.200110, 1.748440, -15.896100], [12.249580, -2.940990, -8.667850], [17.558350, -4.701530, -17.958420], [9.528570, -2.740860, -7.789810], [10.169210, 2.114650, -9.704970], [13.845790, -0.797980, -8.765450], [6.886530, 3.171960, -13.072620], [17.375450, -2.608880, -16.781100], [7.735310, -0.659630, -11.798160], [11.931990, -2.041010, -10.163550], [16.711200, -1.020540, -11.995050], [10.247400, 2.414980, -19.526650], [17.611590, -6.815450, -18.267450], [10.931530, -4.810510, -14.466890], [7.051350, 0.236550, -16.106000], [7.330190, 2.883020, -12.275170], [8.051200, 1.814180, -8.091180], [14.847980, 3.450810, -11.359850], [6.389430, -3.521230, -10.505310], [15.789430, -5.094910, -16.928290], [16.737910, -4.560410, -16.875420], [10.202700, -4.921500, -17.458100], [7.572890, -3.223830, -9.757420], [10.477540, 2.235800, -16.830770], [18.745140, -6.197390, -17.138470], [8.752470, -2.110700, -12.119840], [12.995520, 1.050750, -11.433340], [14.110040, 1.641590, -12.230030], [10.859360, -0.893720, -13.630860], [12.512590, 0.823230, -17.603300], [10.869100, 1.596100, -19.164680], [10.454790, -1.458230, -14.470950], [7.253710, 2.621610, -13.764370], [13.109490, 1.108800, -18.366360], [12.257910, 2.762030, -21.294980], [14.669690, -2.703190, -8.917530], [17.348200, -4.764470, -15.995650], [16.173530, 1.586330, -12.209400], [8.786330, 0.813080, -14.167900], [10.402730, -5.121010, -15.368030], [8.483010, 1.996580, -10.743820], [8.441190, -1.130910, -12.482070], [15.477360, -0.318670, -12.158160], [14.568110, -3.049670, -15.329640], [7.193720, -3.654320, -7.797790], [19.111280, -5.990360, -18.734040], [12.725520, -3.617150, -10.112370], [10.442990, 1.196900, -17.844820], [17.572240, 0.575930, -14.813400], [9.354720, 0.992270, -13.352470], [8.653400, -2.110360, -7.946800], [6.661390, -3.991390, -11.450350], [12.155940, -4.614960, -17.020460], [8.933590, -0.996050, -8.810950], [7.343310, 0.808370, -15.396060], [14.059130, 1.398490, -13.291350], [7.776090, -0.770920, -6.438360], [10.148120, 1.279950, -13.907310], [8.514520, -1.570180, -6.501690], [12.603590, -1.053290, -15.653540], [14.738010, -3.220060, -17.671400], [13.084430, 3.596170, -11.874380], [10.646950, -3.338430, -16.608460], [6.632920, 0.777260, -14.755280], [12.341180, 2.027000, -19.139140], [9.466170, -1.236460, -6.088050], [7.881080, -1.409650, -13.374630], [12.387030, 0.597410, -12.099910], [9.803890, 3.066740, -17.040120], [16.399730, -3.091200, -16.722490], [17.547900, -0.366440, -12.240360], [11.460270, -1.533670, -12.984750], [9.239300, 2.676870, -9.790250]], "forces_ev_per_angstrom": [[0.6, 1.3, -0.6], [0.0, 0.0, -0.3], [-0.1, -0.6, 0.5], [-0.6, 0.1, -0.4], [0.1, 0.0, 0.0], [0.1, 0.0, 0.3], [0.8, 0.3, -0.5], [0.0, 0.0, -0.3], [0.5, -0.3, -0.4], [0.0, 0.7, -0.1], [-0.1, 0.2, 0.2], [-0.4, -0.5, 0.2], [-0.3, -0.1, -0.3], [0.4, 0.2, -0.4], [1.8, 1.0, 1.7], [-0.2, 0.2, -0.8], [-0.1, 0.3, 0.4], [-0.2, 0.4, 0.5], [0.0, 0.3, 0.7], [1.5, -0.6, -0.7], [-0.2, 0.9, -0.9], [0.0, 0.0, 0.1], [0.2, 0.2, 0.2], [0.8, -0.9, 0.5], [-0.3, 0.0, -0.1], [-0.1, 0.1, 0.0], [-0.5, 1.4, 0.6], [-0.9, 0.2, -0.4], [-0.1, -0.1, 0.2], [-0.2, 0.2, -0.3], [0.1, -0.4, 0.1], [0.5, 0.5, 0.2], [-1.0, 0.2, -1.4], [0.1, -0.2, -0.7], [-1.2, 0.0, 0.0], [0.3, -0.1, -0.1], [-0.3, -0.1, 0.3], [-0.1, 0.2, 0.1], [0.0, -0.7, 1.5], [2.4, -0.4, 1.2], [0.2, -0.3, 1.3], [0.4, -0.4, -0.2], [-0.2, 0.7, 0.0], [-0.5, -0.7, 0.9], [-0.9, -1.3, 0.3], [0.0, -0.3, 0.0], [0.5, -0.4, -0.4], [0.9, -2.4, 0.0], [-0.2, 0.0, -0.3], [-0.1, 0.5, 0.3], [1.4, -0.9, -2.5], [-0.1, -0.6, -1.1], [0.3, 0.3, 0.5], [0.0, 0.0, 0.0], [-0.5, 0.2, -0.3], [-0.1, 0.6, 0.3], [0.4, 0.2, 0.1], [0.2, 0.2, 0.1], [-0.5, 1.1, 0.7], [-0.2, 0.3, 0.1], [-0.4, 0.2, -0.3], [0.2, 0.4, -0.2], [0.0, -0.1, -0.3], [0.3, -0.2, 0.5], [0.4, -0.4, -0.4], [-0.5, 0.3, 0.7], [0.5, -0.2, 0.3], [0.0, -0.7, 0.1], [0.2, 0.6, 2.4], [-0.5, 0.7, -0.1], [-0.7, 0.2, -1.0], [-0.2, -0.5, -0.2], [-0.2, 0.1, 0.6], [-0.1, 0.0, 0.6], [0.2, 0.2, -1.0], [-1.1, -0.3, 1.3], [-0.2, 0.3, -0.8], [0.0, 0.2, 0.6], [0.1, 0.9, 0.4], [0.1, -0.2, -0.2], [0.3, 0.0, -0.1], [0.8, -1.5, 0.0], [0.2, 0.4, 0.3], [0.1, -0.1, 0.0], [-0.3, -0.9, 0.6], [0.8, 0.2, 0.2], [-1.0, -0.5, 0.3], [-0.1, 0.0, 0.1], [-1.2, -0.3, -0.4], [1.3, -0.8, -0.9], [-0.3, -1.3, -0.8], [0.3, -0.8, -0.4], [-0.7, -0.2, 0.1], [-0.6, 0.9, -0.7], [0.3, 0.1, -0.5], [0.1, 0.6, -0.1], [0.3, 0.0, 0.0], [0.6, 0.0, 0.4], [-1.2, 0.9, 1.2], [0.3, -0.2, 0.2], [0.2, 0.0, 0.2], [0.8, 0.5, -0.8], [0.0, 0.1, -0.2], [-0.4, -0.2, 0.0], [0.1, 0.3, -0.1], [0.7, 0.7, 0.7], [-0.7, -0.3, -0.1], [-0.6, -0.1, -0.2], [-0.9, 0.4, 0.1], [0.2, -0.3, 0.2], [-0.5, -0.1, -0.2], [-0.3, 0.0, 0.3], [-0.3, 0.5, -1.2], [0.0, 0.2, -0.3], [0.1, 0.5, -0.4], [-0.3, -0.1, 0.1], [-0.4, -0.2, -0.2], [-0.6, -0.4, -1.4], [0.2, 0.0, -0.3], [0.4, -0.2, -0.3], [0.5, -0.2, 1.1]]}

=====

| no. | molar mass (g mol⁻¹) |
| --- | --- |
| 1 | 437.552 |
| 2 | 132.183 |
| 3 | 637.942 |